1.
{"formula": "C22H34BBrClF3N4O7P", "method": "the ωB97M-V functional and the def2-TZVPD basis", "lumo_energy_ha": -0.1752, "homo_energy_ev": -11.21, "molar_mass_g_mol": 680.672, "orbital_gap_ev": 6.440, "total_charge": 1, "elements": ["C", "C", "C", "C", "O", "C", "C", "C", "C", "N", "C", "Br", "O", "C", "N", "C", "C", "C", "C", "F", "C", "F", "F", "N", "B", "C", "O", "C", "N", "C", "C", "P", "O", "Cl", "H", "H", "H", "H", "H", "H", "H", "H", "H", "H", "H", "H", "H", "H", "H", "H", "H", "H", "H", "H", "H", "H", "H", "H", "H", "H", "H", "H", "H", "H", "C", "C", "O", "C", "O", "O", "H", "H", "H", "H"], "xyz": [[5.965, -3.345, 2.718], [5.563, -2.679, 1.379], [4.031, -2.526, 1.288], [3.628, -1.349, 0.416], [2.202, -1.392, 0.251], [1.548, -0.238, -0.133], [1.168, 0.833, 0.929], [2.101, 0.952, 2.137], [2.230, -0.217, 3.092], [2.745, 1.999, 2.427], [0.166, -0.815, -0.604], [0.206, -2.267, -1.954], [-0.435, -1.474, 0.495], [-1.625, -1.109, 0.854], [-2.698, -0.751, 1.172], [-0.427, 0.311, -1.423], [-1.868, 0.547, -1.711], [-2.524, 1.603, -0.800], [-3.967, 1.182, -0.602], [-4.507, 0.266, -1.454], [-4.767, 1.669, 0.385], [-5.319, 0.969, 1.345], [-5.062, 2.957, 0.433], [0.574, 0.998, -1.862], [0.199, 2.215, -2.731], [-0.283, 3.590, -2.151], [0.258, 2.052, -4.070], [1.951, 0.490, -1.484], [2.643, -0.350, -2.393], [2.289, -0.270, -3.811], [3.346, -1.054, -4.612], [3.342, 1.726, -1.031], [4.172, 1.775, -2.440], [2.606, 3.663, -0.861], [5.122, -3.810, 3.218], [6.708, -4.115, 2.527], [6.437, -2.597, 3.348], [6.058, -1.720, 1.243], [5.852, -3.366, 0.590], [3.532, -2.528, 2.251], [3.666, -3.410, 0.762], [4.160, -1.504, -0.526], [4.009, -0.413, 0.825], [1.042, 1.818, 0.488], [0.200, 0.625, 1.393], [2.087, 0.190, 4.087], [3.269, -0.526, 3.054], [1.544, -1.027, 2.872], [2.566, 2.734, 1.742], [-2.066, 0.674, -2.772], [-2.344, -0.399, -1.460], [-2.076, 1.633, 0.187], [-2.561, 2.586, -1.260], [-0.457, 3.601, -1.082], [0.469, 4.323, -2.435], [-1.180, 3.879, -2.704], [-0.528, 2.404, -4.496], [2.688, -1.313, -2.085], [2.418, 0.765, -4.114], [1.281, -0.608, -4.044], [3.575, -0.526, -5.531], [4.263, -1.011, -4.029], [3.049, -2.077, -4.815], [4.996, 2.234, -2.229], [-8.272, -0.204, 2.440], [-8.416, -1.586, 3.036], [-9.023, -1.314, 4.299], [-9.670, -0.121, 4.206], [-10.406, 0.310, 5.024], [-9.351, 0.509, 3.043], [-8.364, -0.198, 1.356], [-7.333, 0.277, 2.719], [-9.082, -2.226, 2.453], [-7.463, -2.094, 3.166]], "atomic_forces_ev_per_a": [[0.54, 0.44, -0.68], [-0.80, -0.68, 0.66], [0.00, -0.23, -0.77], [0.96, -0.70, 0.62], [0.80, 0.88, -0.07], [-1.69, -0.72, -1.17], [0.42, -0.13, 1.05], [0.25, -0.17, 0.13], [0.05, 0.71, -0.32], [-0.27, 0.23, -0.25], [0.31, -0.68, -0.38], [-0.04, 0.15, 0.18], [-0.51, 0.55, 0.28], [-2.47, 0.90, 0.62], [2.48, -0.97, -0.57], [0.68, -0.11, 0.61], [-0.01, -0.70, 0.51], [-1.51, 0.46, -1.05], [-0.78, 0.78, 0.27], [0.77, -1.31, 0.92], [0.47, -0.25, -0.95], [-1.21, 0.13, -0.76], [0.99, 0.08, 1.40], [-0.29, 0.52, -0.99], [0.14, 1.03, -0.46], [-0.13, -0.81, -0.14], [-0.35, -1.18, 0.42], [0.57, 0.56, 1.02], [-1.00, -0.62, -0.14], [1.44, 0.23, -0.54], [-0.18, 0.50, 0.41], [0.82, -0.38, 0.26], [-0.60, 0.48, 0.34], [-0.21, -0.10, -0.24], [-0.09, 0.03, 0.12], [0.08, -0.08, 0.14], [-0.14, -0.09, 0.39], [0.17, 0.03, -0.02], [0.24, 0.30, -0.34], [0.09, 0.28, 0.17], [-0.21, -0.13, 0.16], [-0.32, 0.23, -0.33], [-0.41, 0.21, 0.14], [0.22, 0.05, -0.21], [-0.10, -0.29, -0.16], [-0.22, -0.15, 0.18], [0.01, -0.38, 0.03], [0.05, -0.19, 0.08], [0.20, 0.09, 0.04], [0.16, 0.34, -0.09], [-0.07, -0.11, -0.15], [0.33, 0.11, -0.03], [0.69, 0.17, 0.01], [-0.02, 0.27, 0.08], [0.09, 0.09, 0.13], [-0.20, 0.09, 0.16], [0.30, 0.61, -0.46], [-0.22, 0.00, 0.12], [-0.34, 0.16, 0.10], [-0.17, 0.08, 0.14], [-0.19, -0.19, -0.31], [0.15, -0.30, 0.00], [0.10, -0.13, -0.03], [0.22, -0.02, -0.31], [0.14, 0.04, -0.19], [0.09, -0.19, -0.10], [0.03, 0.13, -0.14], [0.01, -0.03, 0.00], [-0.11, 0.08, 0.13], [0.05, -0.17, 0.05], [-0.16, 0.11, 0.02], [-0.01, -0.03, 0.06], [-0.03, 0.04, 0.00], [-0.03, 0.01, 0.20]], "lowdin_charge": [-0.0889, -0.2276, -0.1853, -0.2043, -0.0772, -0.3933, -0.0510, -0.4100, -0.0171, 0.1640, -0.5675, 1.0271, 0.0141, -0.2756, 0.2545, -0.1776, -0.0782, -0.0896, -0.2236, 0.0616, -0.2938, 0.1640, 0.1651, 0.1889, -0.5487, -0.0246, 0.2022, -0.4553, -0.0525, -0.2634, -0.0496, 0.7304, -0.3110, 0.3494, 0.0686, 0.0692, 0.0711, 0.1061, 0.1032, 0.0954, 0.1243, 0.1254, 0.1046, 0.0848, 0.1305, 0.0937, 0.0765, 0.0834, 0.0098, 0.1514, 0.1155, 0.1185, 0.1116, 0.0618, 0.0587, 0.0876, 0.1350, 0.0828, 0.1029, 0.0833, 0.0788, 0.0781, 0.0748, 0.0623, -0.1324, -0.1228, 0.0614, -0.5642, 0.1810, 0.0603, 0.1313, 0.1160, 0.1333, 0.1308]}

---

2.
{"formula": "C22H34BIN2O12", "method": "the ωB97M-V functional and the def2-TZVPD basis", "lumo_energy_ha": -0.0167, "homo_energy_ev": -9.52, "molar_mass_g_mol": 656.232, "smiles": "[H]/N=C\\C[C@]1(C)C(=O)O[C@@](CC)(N(C)C(C)=O)[C@]1(CC(=O)I)B(O)O.C[C@@H]1COC(=O)O1.C[C@@H]1COC(=O)O1", "orbital_gap_ev": 9.067, "elements": ["C", "C", "C", "N", "C", "C", "C", "O", "O", "C", "O", "C", "C", "C", "C", "N", "C", "C", "C", "O", "I", "B", "O", "O", "H", "H", "H", "H", "H", "H", "H", "H", "H", "H", "H", "H", "H", "H", "H", "H", "H", "H", "H", "H", "H", "H", "C", "C", "C", "O", "C", "O", "O", "H", "H", "H", "H", "H", "H", "C", "C", "C", "O", "C", "O", "O", "H", "H", "H", "H", "H", "H"], "xyz": [[0.310, 2.969, 3.047], [-0.558, 1.618, 2.654], [-0.169, 1.018, 1.142], [-1.332, 0.550, 0.312], [-2.294, 1.647, -0.074], [-2.174, -0.529, 0.917], [-2.458, -1.898, -0.006], [-2.819, -0.531, 2.086], [0.110, 2.345, 0.487], [0.927, 2.371, -0.730], [0.844, 3.174, -1.788], [1.894, 1.035, -0.443], [1.689, 0.267, -1.897], [3.376, 1.677, -0.536], [4.448, 0.863, -1.508], [4.799, -0.456, -1.384], [1.326, 0.313, 0.936], [1.107, -1.296, 0.521], [0.909, -2.271, 1.846], [-0.131, -2.263, 2.679], [2.466, -3.804, 2.305], [2.322, 0.085, 2.214], [2.039, 0.151, 3.652], [3.733, -0.348, 1.902], [1.434, 2.931, 2.668], [0.391, 2.961, 4.237], [-0.190, 3.964, 2.675], [-0.485, 0.760, 3.482], [-1.701, 1.960, 2.700], [-3.348, 1.117, -0.257], [-2.484, 2.466, 0.736], [-2.041, 2.200, -1.076], [-1.533, -2.636, 0.103], [-2.627, -1.511, -1.096], [-3.393, -2.484, 0.438], [0.538, 0.055, -2.028], [1.985, 0.971, -2.813], [2.235, -0.765, -1.974], [3.943, 1.866, 0.469], [3.289, 2.757, -1.041], [5.020, 1.474, -2.361], [4.241, -0.857, -0.600], [2.118, -1.690, 0.021], [0.267, -1.461, -0.267], [2.211, 1.104, 3.968], [4.341, 0.093, 2.586], [2.645, -8.998, -1.338], [2.799, -7.497, -1.200], [1.873, -6.886, -0.194], [1.747, -5.556, -0.666], [1.951, -5.607, -2.017], [1.736, -4.684, -2.784], [2.424, -6.834, -2.396], [3.269, -9.370, -2.157], [2.932, -9.511, -0.415], [1.612, -9.269, -1.585], [3.846, -7.245, -0.990], [2.286, -6.899, 0.819], [0.877, -7.343, -0.180], [-4.610, 5.800, -2.698], [-5.109, 5.285, -1.364], [-5.743, 6.339, -0.509], [-5.549, 5.827, 0.798], [-4.427, 5.047, 0.743], [-3.851, 4.597, 1.717], [-4.032, 4.847, -0.552], [-4.067, 5.013, -3.231], [-5.440, 6.141, -3.325], [-3.906, 6.629, -2.565], [-5.782, 4.432, -1.518], [-6.809, 6.466, -0.721], [-5.246, 7.314, -0.575]], "atomic_forces_ev_per_a": [[0.57, -0.74, 1.00], [-0.71, -0.24, 0.67], [0.90, 3.50, 0.37], [-0.48, -1.09, 1.42], [-2.13, 0.88, -0.76], [-3.67, -2.51, 4.57], [0.28, 0.75, 0.74], [4.26, 0.93, -6.66], [0.66, 1.00, -3.00], [-1.14, 0.30, -1.43], [0.41, -4.84, 7.33], [0.18, 1.70, -2.76], [-1.20, -0.67, -0.21], [1.76, 0.93, -0.77], [1.06, -3.21, 0.66], [-1.85, 5.37, -0.11], [-1.54, -1.85, -1.63], [1.54, -1.08, 0.04], [-5.88, 0.29, 3.66], [6.71, 0.34, -5.72], [-0.84, 1.10, -0.38], [2.73, -0.03, 1.33], [0.81, 2.27, -2.28], [-2.23, 2.32, 1.41], [-2.35, 0.09, 0.55], [-0.34, 0.27, -2.53], [1.02, -2.16, 0.71], [0.12, 1.93, -2.00], [2.53, -0.96, -0.51], [2.26, 1.10, 0.38], [0.49, -1.64, -1.32], [-0.06, -1.27, 1.99], [-1.89, 1.75, -0.48], [0.42, -1.10, 1.94], [2.04, 1.62, -1.01], [2.17, 0.40, 0.25], [-0.42, -1.47, 2.34], [-0.89, 2.16, 0.11], [-1.29, -0.57, -1.69], [0.03, -2.42, 1.06], [-1.42, -1.30, 2.01], [0.42, 0.37, -0.42], [-2.26, 0.90, 1.19], [1.28, 0.38, 1.76], [-0.68, -2.10, -0.58], [-1.37, -1.39, -1.22], [-0.03, -0.16, -0.42], [0.28, -1.37, 0.26], [-0.02, -0.16, 0.90], [0.06, 0.27, -1.05], [-0.46, 1.79, -1.62], [0.45, -1.98, 1.74], [-0.40, 1.17, 0.06], [0.01, 0.06, 0.21], [0.00, 0.14, -0.10], [0.12, 0.15, 0.13], [-0.11, 0.06, 0.07], [-0.11, 0.20, -0.16], [0.16, -0.12, -0.08], [0.42, -0.12, -0.11], [-0.07, 0.31, -1.43], [-0.75, 0.48, -0.18], [0.80, -0.64, 0.30], [1.19, -0.84, 1.92], [-1.24, 0.95, -2.12], [-0.13, -0.01, 1.24], [-0.19, 0.08, 0.04], [0.06, -0.09, 0.13], [-0.20, -0.09, 0.09], [-0.03, 0.11, 0.09], [0.16, -0.05, 0.22], [0.04, -0.14, -0.17]], "lowdin_charge": [-0.1102, -0.1130, -0.2511, -0.0678, -0.0605, -0.3056, -0.0259, -0.0147, -0.1017, -0.1964, 0.0084, -0.2372, -0.0617, -0.1129, -0.1781, 0.0523, -0.0740, -0.0982, -0.6106, -0.0859, 0.8455, -0.4955, 0.0507, 0.0036, 0.0815, 0.0941, 0.0953, 0.1330, 0.1272, 0.1257, 0.0970, 0.1113, 0.0802, 0.0873, 0.1028, 0.1010, 0.1253, 0.0862, 0.1200, 0.1314, 0.1238, 0.0149, 0.1162, 0.1190, 0.1282, 0.1346, -0.0217, -0.3537, -0.1362, -0.0063, -0.5033, 0.1332, 0.0876, 0.0887, 0.0917, 0.0920, 0.1635, 0.1193, 0.1449, -0.0208, -0.3557, -0.1164, 0.0664, -0.5002, 0.1298, 0.0781, 0.0892, 0.0915, 0.0930, 0.1627, 0.1442, 0.1432]}

---

3.
{"formula": "C22H34CaN2O6P2S4Te", "method": "the ωB97M-V functional and the def2-TZVPD basis", "lumo_energy_ha": 0.0077, "homo_energy_ev": -8.11, "e_above_lowest_ev": 0.248, "molar_mass_g_mol": 780.416, "orbital_gap_ev": 8.315, "elements": ["Ca", "C", "C", "N", "C", "C", "S", "C", "C", "S", "C", "N", "C", "H", "H", "H", "H", "H", "H", "H", "H", "C", "P", "C", "C", "C", "P", "C", "C", "H", "H", "H", "H", "H", "H", "H", "H", "H", "H", "H", "H", "H", "H", "H", "H", "O", "S", "O", "O", "C", "C", "C", "C", "C", "C", "S", "O", "O", "O", "H", "H", "H", "H", "C", "Te", "C", "H", "H", "H", "H", "H", "H"], "xyz": [[-0.562, 0.281, 0.079], [1.169, -0.746, 3.702], [-0.139, -0.043, 3.588], [-0.882, -0.085, 2.523], [-2.056, 0.620, 2.702], [-2.179, 1.220, 3.916], [-0.800, 0.881, 4.866], [-3.065, 0.568, 1.634], [-4.202, 1.305, 1.549], [-5.116, 0.783, 0.209], [-3.919, -0.373, -0.167], [-2.914, -0.396, 0.655], [-3.997, -1.227, -1.382], [1.717, -0.648, 2.763], [1.000, -1.807, 3.892], [1.771, -0.341, 4.513], [-3.003, 1.801, 4.291], [-4.512, 2.123, 2.175], [-4.976, -1.169, -1.853], [-3.790, -2.266, -1.122], [-3.245, -0.886, -2.097], [4.300, -1.347, -1.068], [3.867, -0.874, 0.642], [5.302, -1.585, 1.547], [4.391, 0.905, 0.590], [3.895, 1.745, 1.765], [2.099, 2.109, 1.616], [1.877, 3.089, 3.156], [2.161, 3.469, 0.394], [4.386, -2.432, -1.139], [5.248, -0.899, -1.380], [3.506, -1.031, -1.745], [6.257, -1.315, 1.091], [5.222, -2.672, 1.567], [5.301, -1.237, 2.581], [4.045, 1.324, -0.358], [5.487, 0.924, 0.550], [4.434, 2.698, 1.807], [4.086, 1.263, 2.729], [2.587, 3.918, 3.213], [2.014, 2.452, 4.030], [0.865, 3.491, 3.189], [2.982, 4.159, 0.613], [1.220, 4.017, 0.419], [2.279, 3.063, -0.609], [-2.068, 4.325, -0.484], [-1.579, 3.018, -0.824], [-2.542, 2.028, -1.277], [-0.774, 2.421, 0.273], [-0.493, 3.252, -2.255], [-0.439, 4.557, -2.715], [0.210, 4.888, -3.899], [0.803, 3.900, -4.652], [0.774, 2.585, -4.201], [0.142, 2.248, -3.011], [0.433, 0.545, -2.507], [-0.854, -0.074, -2.127], [1.120, -0.118, -3.577], [1.209, 0.712, -1.262], [-0.940, 5.320, -2.137], [0.232, 5.918, -4.227], [1.299, 4.139, -5.584], [1.258, 1.801, -4.762], [-0.904, -3.571, -1.432], [0.688, -2.521, -0.495], [0.869, -3.899, 1.115], [-1.703, -3.740, -0.713], [-0.532, -4.518, -1.820], [-1.266, -2.952, -2.250], [1.001, -4.897, 0.710], [-0.014, -3.854, 1.744], [1.748, -3.620, 1.691]], "atomic_forces_ev_per_a": [[-0.13, -0.80, 1.25], [0.05, -0.01, -0.02], [0.26, -0.06, -0.04], [-0.23, 0.18, 0.14], [-0.15, -0.06, 0.16], [0.01, -0.04, -0.14], [-0.06, 0.03, 0.03], [-0.14, -0.16, 0.33], [0.09, -0.03, -0.07], [-0.03, 0.09, 0.04], [-0.15, -0.12, -0.32], [0.10, 0.36, 0.21], [-0.01, -0.06, -0.12], [0.00, -0.02, 0.01], [0.02, -0.01, 0.01], [0.02, 0.00, 0.02], [-0.04, 0.03, 0.03], [-0.04, 0.02, 0.03], [-0.01, 0.01, 0.01], [0.01, 0.03, -0.02], [0.01, -0.01, 0.00], [0.10, -0.03, -0.11], [-0.17, 0.15, 0.05], [0.07, -0.02, 0.03], [0.28, -0.15, 0.06], [0.14, 0.17, -0.01], [-0.37, -0.06, 0.06], [0.03, 0.02, 0.00], [0.09, 0.13, 0.01], [-0.03, -0.02, 0.00], [-0.01, -0.01, 0.00], [0.01, 0.04, -0.02], [-0.01, 0.02, -0.03], [-0.02, -0.02, 0.00], [-0.01, 0.02, 0.03], [-0.12, -0.01, 0.00], [-0.04, -0.01, -0.04], [0.01, -0.03, -0.04], [-0.06, -0.18, -0.05], [0.01, 0.01, 0.01], [0.00, -0.02, 0.02], [-0.05, 0.02, -0.03], [-0.03, -0.03, -0.02], [-0.02, -0.05, 0.01], [0.00, -0.03, -0.05], [-0.08, 0.01, -0.01], [-0.15, -0.24, -0.19], [-0.12, 0.17, 0.04], [0.20, 0.98, 0.01], [-0.13, -0.02, 0.03], [0.01, 0.12, -0.05], [-0.06, 0.05, 0.11], [0.05, -0.16, -0.05], [-0.04, 0.10, 0.08], [0.19, -0.12, -0.17], [-0.07, 0.43, -0.49], [0.05, -0.10, -0.62], [-0.01, 0.03, 0.08], [0.57, -0.02, -0.21], [-0.01, -0.01, 0.01], [-0.01, 0.03, 0.00], [0.00, -0.01, 0.00], [0.02, -0.02, -0.02], [-0.09, -0.11, 0.05], [0.39, -0.43, -0.09], [-0.05, 0.06, 0.01], [0.00, -0.01, -0.04], [-0.05, 0.06, 0.02], [0.02, 0.03, 0.00], [0.01, -0.07, 0.01], [-0.04, -0.03, 0.04], [0.04, 0.03, 0.01]], "lowdin_charge": [1.1409, -0.0831, -0.6554, 0.0027, -0.3405, -0.3239, 1.0827, -0.3656, -0.3210, 1.1161, -0.6475, 0.0125, -0.0554, 0.0202, 0.0849, 0.0748, 0.0796, 0.0856, 0.0762, 0.0787, 0.0777, -0.3159, 0.8141, -0.3071, -0.4394, -0.4466, 0.8578, -0.2858, -0.2731, 0.0346, 0.0451, 0.0120, 0.0384, 0.0293, 0.0282, 0.0692, 0.0779, 0.0771, 0.0701, 0.0413, 0.0198, 0.0367, 0.0468, 0.0343, 0.0286, -0.2956, 0.4666, -0.3278, -0.5201, -0.2082, -0.0556, -0.0632, -0.0650, -0.0535, -0.2072, 0.4207, -0.4856, -0.2856, -0.5207, 0.1074, 0.1073, 0.1072, 0.1063, -0.4299, 1.2367, -0.4421, -0.0004, 0.0003, -0.0047, -0.0024, -0.0003, -0.0183]}